(1)
Formula: C34H26ClF3N5O4PbS
Source: the OMol25 dataset
Level of theory: ωB97M-V/def2-TZVPD

CARTESIAN COORDINATES (ANGSTROEM)
Pb (0.4569, 0.1588, -0.6903)
O (-6.4199, 1.5152, 3.2938)
N (-5.9925, 0.7061, 2.5034)
O (-6.6505, -0.1470, 1.9446)
C (-4.5442, 0.7512, 2.2097)
C (-3.7545, 1.1922, 3.2079)
C (-2.3334, 1.2169, 3.0521)
C (-1.4730, 1.6282, 4.0861)
C (-0.1192, 1.6068, 3.8755)
C (0.3592, 1.1889, 2.6284)
N (-0.4309, 0.8084, 1.6424)
C (-1.7668, 0.8053, 1.8425)
C (-2.6335, 0.3312, 0.7766)
N (-2.0359, -0.0809, -0.3525)
C (-2.7652, -0.4879, -1.3671)
C (-4.1610, -0.5104, -1.3173)
C (-4.7957, -0.1195, -0.1656)
C (-4.0284, 0.3056, 0.9391)
H (-4.2002, 1.5176, 4.1376)
H (-1.8883, 1.9517, 5.0318)
H (0.5801, 1.9069, 4.6419)
H (1.4231, 1.1705, 2.4241)
H (-2.2312, -0.8050, -2.2568)
H (-4.7253, -0.8380, -2.1782)
H (-5.8712, -0.1432, -0.1018)
Cl (1.6156, 6.4471, -4.2173)
C (0.9898, 5.1088, -3.3188)
C (0.4054, 5.3349, -2.0669)
C (-0.1000, 4.2940, -1.3264)
C (-0.0385, 2.9754, -1.8080)
O (-0.5729, 2.0042, -1.0981)
C (0.5537, 2.7569, -3.0741)
C (0.6284, 1.4502, -3.6568)
O (0.3449, 0.3830, -3.1012)
C (1.0568, 3.8376, -3.8227)
H (0.3591, 6.3461, -1.6856)
H (-0.5527, 4.4697, -0.3605)
H (0.9629, 1.4012, -4.7035)
H (1.4956, 3.6558, -4.7957)
F (5.2452, 1.5167, 1.3432)
C (5.5609, 1.7639, 0.0598)
F (6.8943, 1.7743, -0.0278)
F (5.1284, 3.0043, -0.2222)
C (4.9500, 0.7436, -0.8648)
C (5.7515, -0.0584, -1.6581)
C (5.1687, -1.0030, -2.4888)
C (3.7899, -1.1058, -2.4896)
N (3.0069, -0.3265, -1.7458)
C (3.5644, 0.5799, -0.9462)
S (2.4262, 1.5541, -0.0161)
H (6.8260, 0.0540, -1.6178)
H (5.7693, -1.6452, -3.1156)
H (3.2780, -1.8376, -3.1033)
C (-1.9741, -3.0778, 1.9595)
N (-0.5931, -3.3079, 2.3416)
C (-0.4040, -3.0531, 3.7583)
C (0.3268, -2.5128, 1.5499)
C (0.3608, -2.9218, 0.0966)
C (0.3842, -4.2865, -0.1943)
C (0.4756, -4.7464, -1.4948)
C (0.5590, -3.8349, -2.5394)
C (0.5463, -2.4767, -2.2732)
C (0.4303, -2.0278, -0.9631)
H (-2.6247, -3.7636, 2.5011)
H (-2.1082, -3.2530, 0.8913)
H (-2.3012, -2.0484, 2.1886)
H (-1.0740, -3.6856, 4.3391)
H (-0.6123, -2.0013, 4.0257)
H (0.6209, -3.2835, 4.0484)
H (1.3293, -2.6504, 1.9670)
H (0.1018, -1.4370, 1.6343)
H (0.3203, -4.9789, 0.6352)
H (0.4884, -5.8095, -1.6930)
H (0.6315, -4.1748, -3.5639)
H (0.6102, -1.7771, -3.0942)

**HOMO-LUMO gap**: 7.22 eV
**Net charge**: +1
**Lowest unoccupied orbital energy**: -3.66 eV
**M**: 900.33 g/mol
**Calculated total energy**: -3236.54405 a.u.

(2)
Formula: C34H26N4P2Pd
Source: the OMol25 dataset
Level of theory: ωB97M-V/def2-TZVPD

CARTESIAN COORDINATES (ANGSTROEM)
Pd (-0.3144, 0.4008, -0.9642)
C (2.4009, 2.0713, -1.5844)
P (1.9962, 0.3852, -1.0183)
C (2.9147, -0.8577, -1.9439)
C (2.3318, -1.3642, -3.1044)
C (2.9882, -2.3357, -3.8421)
C (4.2181, -2.8125, -3.4144)
C (4.8009, -2.3144, -2.2583)
C (4.1538, -1.3365, -1.5213)
C (2.5107, 0.2776, 0.7127)
C (2.4269, -0.9675, 1.3408)
C (2.7079, -1.0913, 2.6901)
C (3.0705, 0.0306, 3.4267)
C (3.1424, 1.2701, 2.8117)
C (2.8603, 1.3995, 1.4568)
C (1.2948, 2.9287, -1.0595)
C (1.2252, 4.2615, -0.7281)
C (-0.0963, 4.5056, -0.2734)
C (-0.7718, 3.3094, -0.3481)
C (-2.1801, 2.9303, -0.0365)
P (-2.3092, 1.1041, -0.1785)
C (-3.9920, 0.7363, -0.6988)
C (-5.0479, 0.8122, 0.2096)
C (-6.3446, 0.5835, -0.2208)
C (-6.5889, 0.2778, -1.5536)
C (-5.5404, 0.1958, -2.4579)
C (-4.2402, 0.4210, -2.0312)
C (-2.0753, 0.4287, 1.4886)
C (-1.1491, 1.0255, 2.3449)
C (-0.6888, 0.3442, 3.4577)
C (-1.1495, -0.9380, 3.7308)
C (-2.0826, -1.5336, 2.8938)
C (-2.5424, -0.8539, 1.7739)
N (0.0735, 2.3441, -0.8294)
H (2.4370, 2.0523, -2.6775)
H (3.3889, 2.3681, -1.2262)
H (1.3504, -1.0156, -3.4064)
H (2.5283, -2.7403, -4.7338)
H (4.7186, -3.5939, -3.9706)
H (5.7510, -2.7061, -1.9208)
H (4.5941, -0.9567, -0.6080)
H (2.1443, -1.8498, 0.7783)
H (2.6358, -2.0624, 3.1622)
H (3.2918, -0.0624, 4.4824)
H (3.4162, 2.1464, 3.3852)
H (2.8903, 2.3798, 0.9982)
H (2.0263, 4.9793, -0.8079)
H (-0.5046, 5.4450, 0.0639)
H (-2.8913, 3.3675, -0.7423)
H (-2.4910, 3.2298, 0.9673)
H (-4.8478, 1.0418, 1.2495)
H (-7.1666, 0.6394, 0.4806)
H (-7.6024, 0.0954, -1.8865)
H (-5.7354, -0.0520, -3.4928)
H (-3.4127, 0.3442, -2.7267)
H (-0.7359, 1.9995, 2.1050)
H (0.0525, 0.8027, 4.0995)
H (-0.7671, -1.4810, 4.5850)
H (-2.4212, -2.5417, 3.0911)
H (-3.2379, -1.3412, 1.1004)
N (-0.5897, -1.6179, -1.0727)
C (-0.1551, -2.6089, -0.6458)
C (0.3510, -3.7743, -0.1133)
C (1.4354, -4.4212, -0.7596)
N (2.3177, -4.9319, -1.2992)
C (-0.1675, -4.2250, 1.1268)
N (-0.6068, -4.5476, 2.1438)

**HOMO-LUMO gap**: 7.70 eV
**Net charge**: 0
**Lowest unoccupied orbital energy**: -0.22 eV
**M**: 658.98 g/mol
**Calculated total energy**: -2340.87801 a.u.

(3)
Formula: C34H27Br2Cl2CoF7N5O8S3
Source: the OMol25 dataset
Level of theory: ωB97M-V/def2-TZVPD

CARTESIAN COORDINATES (ANGSTROEM)
Co (-1.6307, 0.9161, -1.3322)
C (-3.4859, 1.2939, -4.1792)
C (-3.6761, 2.2809, -3.0737)
C (-4.7097, 3.2447, -3.1539)
C (-4.8405, 4.2145, -2.2090)
C (-3.8976, 4.3013, -1.1609)
C (-3.8569, 5.3059, -0.1618)
Br (-5.1803, 6.6728, -0.1284)
C (-2.8734, 5.3148, 0.7831)
C (-1.8738, 4.3337, 0.7743)
Br (-0.5107, 4.3878, 2.0918)
C (-1.8320, 3.3160, -0.1695)
O (-0.9118, 2.4257, -0.2603)
C (-2.9085, 3.3088, -1.1296)
N (-2.8551, 2.2905, -2.0415)
H (-4.1447, 1.5348, -5.0119)
H (-3.7085, 0.2864, -3.8453)
H (-2.4460, 1.3098, -4.5061)
H (-5.4074, 3.1755, -3.9769)
H (-5.6485, 4.9317, -2.2622)
H (-2.8548, 6.0838, 1.5427)
C (0.6258, -1.3218, 5.5486)
C (0.6341, 0.0570, 4.9044)
N (0.4207, 0.0020, 3.4612)
C (-0.8229, 0.2359, 2.9745)
C (-1.1765, 0.1913, 1.6667)
C (-2.6317, 0.5156, 1.3453)
O (-3.4027, 0.5519, 2.3004)
O (-2.9264, 0.7343, 0.1300)
C (-0.1931, -0.1807, 0.7093)
O (-0.3732, -0.2807, -0.5223)
C (1.1489, -0.4592, 1.2250)
C (2.1641, -0.7632, 0.3138)
C (3.4356, -0.9479, 0.7716)
F (4.4429, -1.1759, -0.1036)
C (3.7504, -0.8679, 2.1321)
C (2.7482, -0.5725, 3.0326)
C (1.4369, -0.3433, 2.5923)
N (5.0820, -1.0279, 2.6265)
C (5.8305, 0.2157, 2.7174)
C (7.0134, 0.0278, 3.6445)
N (7.8496, -1.1203, 3.1629)
C (7.0477, -2.3770, 2.9907)
C (5.8891, -2.0928, 2.0571)
H (0.8047, -1.2388, 6.6213)
H (1.3930, -1.9674, 5.1199)
H (-0.3411, -1.8018, 5.3972)
H (1.5662, 0.5878, 5.1043)
H (-0.1654, 0.6708, 5.3144)
H (-1.5926, 0.4861, 3.6945)
H (1.9348, -0.8093, -0.7444)
H (3.0106, -0.5399, 4.0803)
H (5.1873, 0.9954, 3.1251)
H (6.1774, 0.5589, 1.7291)
H (6.6823, -0.2291, 4.6490)
H (7.6581, 0.9059, 3.6802)
H (8.6465, -1.2832, 3.8129)
H (8.2783, -0.8691, 2.2563)
H (6.7004, -2.6681, 3.9799)
H (7.7222, -3.1362, 2.5949)
H (5.2825, -2.9935, 1.9588)
H (6.2780, -1.8494, 1.0599)
Cl (-0.7054, -1.7809, -3.3501)
C (0.9066, -1.1872, -3.2073)
C (1.9288, -2.1232, -3.2433)
C (3.2513, -1.7155, -3.1893)
C (3.5356, -0.3632, -3.1022)
C (2.5003, 0.5546, -3.0439)
Cl (2.9592, 2.2288, -2.8904)
C (1.1371, 0.1964, -3.0803)
S (-0.1031, 1.4162, -2.9837)
H (1.6687, -3.1692, -3.3319)
H (4.0518, -2.4432, -3.2258)
H (4.5558, -0.0063, -3.0632)
F (-3.4708, -2.4104, 0.2799)
C (-4.5379, -2.5737, -0.5114)
F (-5.5647, -1.9206, 0.0199)
F (-4.8246, -3.8747, -0.5409)
S (-4.1298, -1.9316, -2.2149)
O (-3.2397, -0.8392, -1.9352)
O (-3.6178, -3.0701, -2.9243)
N (-5.4571, -1.3195, -2.7974)
S (-6.6227, -2.2062, -3.3908)
O (-6.8661, -3.4296, -2.6811)
O (-7.7216, -1.3468, -3.7144)
C (-6.0033, -2.7575, -5.0679)
F (-5.1037, -1.9011, -5.5627)
F (-7.0338, -2.8063, -5.9250)
F (-5.4567, -3.9687, -5.0266)

**HOMO-LUMO gap (spin up / spin down)**: 3.40 / 6.62 eV
**Net charge**: -1
**2S+1**: 2
**Lowest unoccupied orbital energy (spin up / spin down)**: 1.11 / 0.87 eV
**M**: 1152.45 g/mol
**Calculated total energy**: -11532.42429 a.u.

(4)
Formula: C34H27Br2ClMgN3O6S3
Source: the OMol25 dataset
Level of theory: ωB97M-V/def2-TZVPD

CARTESIAN COORDINATES (ANGSTROEM)
Mg (-0.1630, -2.0503, -1.0114)
Cl (-5.8501, -0.2956, -5.3831)
C (-4.5561, -0.9900, -4.4368)
C (-4.3226, -2.3763, -4.5068)
C (-3.3189, -2.9523, -3.7823)
C (-2.4696, -2.1823, -2.9274)
O (-1.5402, -2.7508, -2.2651)
C (-2.7392, -0.7778, -2.8736)
C (-1.9655, 0.0967, -2.0499)
O (-1.0535, -0.2387, -1.2874)
C (-3.7779, -0.2079, -3.6391)
H (-4.9509, -2.9819, -5.1478)
H (-3.1311, -4.0167, -3.8356)
H (-2.2211, 1.1668, -2.0921)
H (-3.9488, 0.8608, -3.5819)
C (-2.6959, -2.1417, 1.3464)
C (-1.8057, -3.3470, 1.4077)
C (-2.0288, -4.3651, 2.3626)
C (-1.1906, -5.4375, 2.4228)
C (-0.0946, -5.5312, 1.5344)
C (0.8506, -6.5834, 1.5064)
Br (0.7036, -8.0407, 2.7197)
C (1.8847, -6.5648, 0.6148)
C (2.0264, -5.5078, -0.2921)
Br (3.4899, -5.5233, -1.4947)
C (1.1435, -4.4323, -0.3528)
O (1.2410, -3.4516, -1.1703)
C (0.0588, -4.4783, 0.6118)
N (-0.7989, -3.4229, 0.5707)
H (-3.7417, -2.4228, 1.4728)
H (-2.5846, -1.6214, 0.3968)
H (-2.4396, -1.4375, 2.1414)
H (-2.8693, -4.2800, 3.0390)
H (-1.3513, -6.2240, 3.1480)
H (2.6067, -7.3694, 0.6034)
C (4.1817, 3.1323, 1.1676)
C (3.6110, 2.1784, 0.1564)
C (2.4241, 2.4926, -0.5059)
C (1.8724, 1.6183, -1.4243)
C (2.5073, 0.4119, -1.6979)
C (3.6845, 0.0768, -1.0478)
C (4.2297, 0.9657, -0.1300)
S (1.5886, -0.7120, -2.7361)
C (2.9015, -1.7614, -3.3456)
O (1.0324, 0.0619, -3.8752)
H (4.5746, 4.0261, 0.6791)
H (4.9910, 2.6724, 1.7358)
H (3.4061, 3.4727, 1.8542)
H (1.9086, 3.4132, -0.2628)
H (0.9336, 1.8544, -1.9070)
H (4.1715, -0.8725, -1.2256)
H (5.1493, 0.7031, 0.3812)
H (3.7180, -1.1594, -3.7399)
H (2.4374, -2.3498, -4.1352)
H (3.2099, -2.4336, -2.5463)
C (1.7082, 0.5851, 2.5011)
C (1.2084, -0.2869, 1.4554)
N (0.8832, -0.9862, 0.6087)
H (1.2323, 0.3289, 3.4469)
H (1.4746, 1.6237, 2.2541)
H (2.7874, 0.4596, 2.5843)
O (2.0376, 5.8671, 2.6721)
S (0.8800, 5.2003, 3.2148)
O (0.8382, 5.0270, 4.6445)
N (0.6208, 3.7888, 2.4423)
C (-0.5063, 3.7876, 1.7487)
S (-1.0877, 2.4895, 0.8616)
C (-1.2701, 5.0793, 1.8623)
C (-2.4841, 5.4161, 1.2885)
C (-2.9989, 6.6824, 1.5331)
C (-2.3145, 7.5933, 2.3356)
C (-1.0974, 7.2542, 2.9130)
C (-0.6048, 5.9909, 2.6566)
H (-2.9967, 4.6932, 0.6675)
H (-3.9463, 6.9694, 1.0943)
H (-2.7369, 8.5748, 2.5110)
H (-0.5558, 7.9499, 3.5404)

**HOMO-LUMO gap**: 7.54 eV
**Net charge**: -1
**Lowest unoccupied orbital energy**: 2.03 eV
**M**: 889.37 g/mol
**Calculated total energy**: -8930.71082 a.u.

(5)
Formula: C34H27F6N2
Source: the OMol25 dataset
Level of theory: ωB97M-V/def2-TZVPD

CARTESIAN COORDINATES (ANGSTROEM)
F (-5.1467, 3.5793, -2.4594)
C (-5.0701, 2.4166, -3.1329)
F (-5.8681, 1.4942, -2.5613)
F (-5.4220, 2.6066, -4.4191)
C (-3.6369, 1.9183, -3.0972)
C (-3.3688, 0.5637, -3.0413)
C (-2.0765, 0.1061, -3.0370)
C (-0.9824, 0.9961, -3.1065)
C (0.3179, 0.4356, -3.0735)
C (1.6183, 0.9958, -3.0556)
C (1.9187, 2.3721, -3.0195)
C (3.2146, 2.8154, -3.0722)
C (4.2694, 1.9240, -3.1038)
C (5.6977, 2.4321, -3.1667)
F (6.5111, 1.5187, -2.6026)
F (6.0290, 2.6188, -4.4586)
F (5.7769, 3.5982, -2.4995)
C (4.0069, 0.5671, -3.0902)
C (2.7153, 0.1058, -3.0690)
C (-1.2879, 2.3680, -3.2155)
C (-2.5852, 2.8095, -3.1888)
H (-4.1988, -0.1220, -3.0062)
H (-1.8855, -0.9524, -2.9877)
H (0.3182, -0.6398, -3.0641)
H (1.1472, 3.1019, -2.8920)
H (3.4362, 3.8696, -3.0838)
H (4.8393, -0.1177, -3.0942)
H (2.5277, -0.9547, -3.0624)
H (-0.5200, 3.0917, -3.3899)
H (-2.8107, 3.8616, -3.2486)
N (5.8074, -3.8549, 0.2342)
C (4.9741, -3.3252, 0.8480)
C (3.9525, -2.6744, 1.5506)
C (2.8888, -3.3910, 2.0922)
C (1.8481, -2.7384, 2.7062)
C (1.8355, -1.3402, 2.8113)
C (0.6897, -0.6161, 3.3344)
C (-0.6219, -0.9061, 3.0544)
N (-1.6395, -0.0719, 3.5275)
C (-1.3829, 1.2337, 4.1865)
C (-2.7475, 1.9115, 4.4168)
C (-3.7984, 1.0436, 3.6814)
C (-3.0149, -0.0789, 2.9715)
C (-0.9680, -1.9647, 2.0786)
C (-0.4900, -1.8862, 0.7689)
C (-0.8316, -2.8404, -0.1647)
C (-1.6651, -3.8840, 0.1837)
C (-2.1440, -3.9779, 1.4763)
C (-1.8031, -3.0294, 2.4184)
C (2.9391, -0.6346, 2.3134)
C (3.9656, -1.2892, 1.6796)
H (2.8840, -4.4638, 1.9967)
H (1.0251, -3.2996, 3.1115)
H (0.8980, 0.2897, 3.8739)
H (-0.8407, 1.0699, 5.1232)
H (-0.7399, 1.8309, 3.5316)
H (-2.9788, 1.9742, 5.4868)
H (-2.7489, 2.9450, 4.0491)
H (-4.5159, 0.6162, 4.3929)
H (-4.3947, 1.6294, 2.9697)
H (-2.9482, 0.0819, 1.8900)
H (-3.4659, -1.0649, 3.1256)
H (0.1615, -1.0699, 0.5027)
H (-0.4421, -2.7726, -1.1674)
H (-1.9372, -4.6246, -0.5523)
H (-2.7871, -4.7995, 1.7471)
H (-2.1686, -3.1101, 3.4293)
H (2.9418, 0.4396, 2.3794)
H (4.7792, -0.7368, 1.2400)

**HOMO-LUMO gap**: 2.93 eV
**Net charge**: +1
**Lowest unoccupied orbital energy**: -6.54 eV
**M**: 577.59 g/mol
**Calculated total energy**: -2020.25444 a.u.

(6)
Formula: C34H27FN3O4PSTi
Source: the OMol25 dataset
Level of theory: ωB97M-V/def2-TZVPD

CARTESIAN COORDINATES (ANGSTROEM)
Ti (1.2357, 0.0848, 0.6118)
O (1.5082, -3.6828, -1.1716)
C (1.5094, -2.3686, -0.9150)
O (0.8320, -1.9075, 0.0533)
C (2.1889, -1.4767, -1.7743)
C (2.8493, -1.7074, -3.0157)
C (3.1902, -0.5964, -3.7681)
C (2.8772, 0.6957, -3.3595)
C (2.2268, 0.8455, -2.1019)
N (1.9808, -0.2223, -1.3241)
C (1.6338, 1.9805, -1.4913)
O (1.6464, 3.2054, -2.0374)
O (1.0281, 1.8425, -0.3917)
H (0.9434, -4.1036, -0.5096)
H (3.0510, -2.7124, -3.3517)
H (3.6955, -0.7390, -4.7151)
H (3.1200, 1.5462, -3.9814)
H (2.1065, 3.1748, -2.8850)
N (-1.6008, -1.5088, 2.5022)
C (-2.6466, -1.7183, 1.6232)
C (-3.5979, -2.7030, 1.9232)
C (-4.6455, -2.9694, 1.0660)
C (-4.7821, -2.2603, -0.1215)
C (-3.8513, -1.2844, -0.4263)
C (-2.7810, -0.9970, 0.4211)
P (-1.5672, 0.2999, -0.0012)
C (-1.8154, 0.5462, -1.7944)
C (-1.0579, -0.2425, -2.6576)
C (-1.1737, -0.1022, -4.0324)
C (-2.0485, 0.8369, -4.5599)
C (-2.8101, 1.6260, -3.7088)
C (-2.6952, 1.4825, -2.3334)
C (-2.2877, 1.8003, 0.7517)
C (-1.7843, 3.0589, 0.4188)
C (-2.2781, 4.1964, 1.0354)
C (-3.2672, 4.0949, 2.0047)
C (-3.7652, 2.8487, 2.3488)
C (-3.2808, 1.7077, 1.7235)
H (-1.0901, -0.6323, 2.4829)
H (-1.7504, -1.8536, 3.4361)
H (-3.4981, -3.2586, 2.8489)
H (-5.3635, -3.7366, 1.3269)
H (-5.6016, -2.4661, -0.7962)
H (-3.9489, -0.7304, -1.3514)
H (-0.3727, -0.9732, -2.2490)
H (-0.5722, -0.7199, -4.6868)
H (-2.1363, 0.9551, -5.6322)
H (-3.4963, 2.3576, -4.1159)
H (-3.2895, 2.1058, -1.6771)
H (-1.0009, 3.1495, -0.3212)
H (-1.8811, 5.1659, 0.7630)
H (-3.6461, 4.9855, 2.4893)
H (-4.5370, 2.7600, 3.1024)
H (-3.6903, 0.7409, 1.9874)
S (5.5179, 1.0856, 2.1196)
C (4.9862, 2.4279, 1.2026)
C (3.7333, 2.2444, 0.6985)
C (3.1473, 0.9867, 1.0455)
C (4.0207, 0.2762, 1.8241)
C (3.6189, -0.9837, 2.4104)
C (4.3841, -1.7530, 3.2864)
C (3.8315, -2.8916, 3.8337)
C (2.5267, -3.2383, 3.5041)
C (1.8423, -2.4396, 2.6085)
N (2.3750, -1.3473, 2.0580)
H (5.6267, 3.2881, 1.0880)
H (3.2402, 3.0174, 0.1269)
H (5.3894, -1.4411, 3.5349)
H (4.4053, -3.5009, 4.5200)
H (2.0494, -4.1103, 3.9275)
H (0.8257, -2.6652, 2.3157)
F (0.4683, 0.6239, 2.2332)

**HOMO-LUMO gap (spin up / spin down)**: 5.50 / 7.52 eV
**Net charge**: 0
**2S+1**: 3
**Lowest unoccupied orbital energy (spin up / spin down)**: -0.20 / -0.43 eV
**M**: 671.51 g/mol
**Calculated total energy**: -3466.08978 a.u.